Entry 1:
Formula: C14H25N3O3
Source: the Open Molecules 2025 dataset
Level of theory: ωB97M-V with the def2-TZVPD basis set

For the total energy, the calculation gives -25537.470 eV. The spin multiplicity is 1. The HOMO-LUMO gap is 9.61 eV. The calculation puts the relative energy (zero: lowest compared OMol25 entry of this formula, charge and spin) at 0.889 eV. The calculation puts the HOMO energy at -9.00 eV.

Each line ends with the Löwdin charge.
CARTESIAN COORDINATES (ANGSTROEM)
C: 1.6664 2.1471 1.5090  -0.09
C: 1.4096 2.1581 0.0077  -0.26
C: 2.6815 2.2914 -0.8332  -0.19
C: 3.6401 1.1022 -0.6914  -0.19
N: 2.9949 -0.1582 -0.9792  0.07
C: 2.5845 -0.9657 0.0406  -0.53
O: 3.0650 -0.8936 1.1556  0.05
N: 1.6635 -1.9401 -0.2834  -0.04
C: 0.7243 -1.8558 -1.3844  -0.12
H: 0.9905 -2.5725 -2.1733  0.13
H: 0.7398 -0.8498 -1.8125  0.11
C: -0.7031 -2.1439 -0.8756  -0.11
N: -0.8555 -1.5631 0.4351  -0.03
C: -1.4230 -0.3732 0.7191  -0.39
O: -1.3792 0.1131 1.8337  0.07
C: -2.1474 0.3442 -0.4417  -0.24
C: -2.9221 1.5524 0.0813  -0.12
H: -2.4166 2.0039 0.9308  0.11
C: -4.2534 0.9096 0.4598  -0.14
H: -5.0812 1.6143 0.4747  0.11
C: -4.4155 -0.1507 -0.6288  -0.18
H: -4.9207 -1.0534 -0.2741  0.12
H: -4.9653 0.2447 -1.4927  0.12
O: -3.1070 -0.5036 -1.0636  -0.12
H: -4.1634 0.4393 1.4388  0.12
H: -3.0532 2.2898 -0.7109  0.12
H: -1.4028 0.6247 -1.1984  0.15
C: -0.0410 -2.2118 1.4521  -0.09
H: 0.2238 -1.4507 2.1898  0.12
C: 1.2209 -2.7947 0.7993  -0.12
H: 1.0385 -3.7952 0.3974  0.12
H: 2.0260 -2.8451 1.5322  0.12
H: -0.6165 -3.0001 1.9499  0.13
H: -1.4463 -1.7448 -1.5617  0.11
H: -0.8677 -3.2218 -0.7886  0.13
H: 2.5894 -0.2534 -1.8948  0.12
H: 4.4893 1.2323 -1.3699  0.12
H: 4.0150 1.0298 0.3300  0.11
H: 2.4000 2.3954 -1.8860  0.10
H: 3.2164 3.1967 -0.5419  0.11
H: 0.7451 2.9908 -0.2385  0.11
H: 0.8866 1.2374 -0.2642  0.08
H: 0.7214 2.0720 2.0418  0.07
H: 2.1726 3.0588 1.8189  0.08
H: 2.2761 1.2934 1.7912  0.06

***

Entry 2:
Formula: C41H38F6N3
Source: the Open Molecules 2025 dataset
Level of theory: ωB97M-V with the def2-TZVPD basis set

For the total energy, the calculation gives -63902.030 eV. The spin multiplicity is 1. The HOMO-LUMO gap is 4.06 eV. The calculation puts the relative energy (zero: lowest compared OMol25 entry of this formula, charge and spin) at 1.098 eV. Its total charge is +1. The calculation puts the HOMO energy at -9.38 eV.

Each line ends with the Löwdin charge.
CARTESIAN COORDINATES (ANGSTROEM)
C: 4.0722 -1.2449 4.1355  -0.10
C: 3.6363 0.0424 3.8930  -0.10
C: 2.2871 0.3118 3.8194  -0.06
C: 1.3386 -0.7023 3.9848  -0.25
C: -0.0648 -0.3675 3.9038  -0.07
C: -1.0961 -1.2156 4.0988  -0.10
N: -2.4260 -0.8310 4.0646  -0.14
C: -3.5096 -1.7360 4.5145  -0.15
C: -4.8235 -0.9245 4.5411  -0.15
C: -4.4336 0.5518 4.2823  -0.15
C: -2.8979 0.5760 4.1205  -0.15
C: 1.8027 -1.9990 4.2370  -0.05
C: 3.1517 -2.2624 4.3090  -0.09
H: 5.1285 -1.4545 4.1947  0.10
H: 4.3501 0.8411 3.7661  0.10
H: 1.9463 1.3177 3.6462  0.11
H: -0.3087 0.6519 3.6775  0.09
H: -0.8975 -2.2438 4.3239  0.11
H: -3.5649 -2.5890 3.8292  0.11
H: -3.2469 -2.1134 5.5087  0.12
H: -5.5214 -1.2794 3.7708  0.10
H: -5.3481 -1.0416 5.5004  0.11
H: -4.9317 0.9310 3.3799  0.10
H: -4.7644 1.2076 5.0999  0.11
H: -2.4095 1.0710 4.9659  0.12
H: -2.5916 1.0971 3.2076  0.11
H: 1.1030 -2.8019 4.3900  0.10
H: 3.4958 -3.2651 4.5076  0.11
F: 7.4045 -0.1760 -3.8295  0.14
C: 6.8174 0.1289 -2.6537  -0.59
F: 6.2263 -0.9557 -2.1166  0.14
F: 7.7217 0.6417 -1.7990  0.13
C: 5.7327 1.1791 -2.9346  -0.02
N: 5.0528 1.6143 -1.7049  -0.05
C: 5.5909 2.7441 -0.9878  -0.21
C: 4.9986 4.0010 -1.1161  -0.02
C: 5.5156 5.0903 -0.4549  -0.08
C: 6.6265 4.9468 0.3553  -0.08
C: 7.2106 3.7047 0.5132  -0.07
C: 6.7049 2.6129 -0.1591  -0.02
C: 3.8494 0.9427 -1.2935  -0.15
C: 3.8497 0.0950 -0.1781  0.03
C: 2.7071 -0.5390 0.2178  0.03
C: 1.4968 -0.3921 -0.4987  -0.18
C: 0.3443 -1.0979 -0.0696  0.14
C: -0.8695 -1.2938 -0.7703  -0.18
C: -2.0160 -1.7592 -0.0795  0.02
C: -3.2137 -1.9217 -0.7170  0.02
C: -3.3364 -1.6496 -2.0868  -0.15
N: -4.6139 -1.6870 -2.7450  -0.05
C: -5.1304 -2.9725 -3.2164  -0.02
C: -4.4947 -3.3767 -4.5546  -0.59
F: -4.8740 -4.6392 -4.8270  0.15
F: -4.9300 -2.5389 -5.5131  0.14
F: -3.1561 -3.2996 -4.4376  0.14
C: -5.2713 -0.4849 -3.1951  -0.22
C: -5.0200 0.0736 -4.4495  -0.02
C: -5.6165 1.2587 -4.8130  -0.07
C: -6.4938 1.8868 -3.9478  -0.07
C: -6.7628 1.3317 -2.7123  -0.08
C: -6.1532 0.1632 -2.3318  -0.02
C: -2.1871 -1.2768 -2.7973  0.02
C: -0.9886 -1.1168 -2.1674  0.01
C: 1.4911 0.5279 -1.5730  0.00
C: 2.6390 1.1635 -1.9610  0.02
H: 6.1914 2.0411 -3.4224  0.15
H: 4.9978 0.7479 -3.6161  0.14
H: 4.1447 4.1071 -1.7619  0.11
H: 5.0586 6.0596 -0.5721  0.11
H: 7.0463 5.8051 0.8545  0.11
H: 8.0684 3.5853 1.1574  0.11
H: 7.1777 1.6476 -0.0832  0.10
H: 4.7726 -0.0562 0.3537  0.13
H: 2.7200 -1.1656 1.0923  0.12
H: 0.3919 -1.5250 0.9183  0.13
H: -1.9521 -1.9536 0.9760  0.12
H: -4.0857 -2.2498 -0.1787  0.13
H: -4.9248 -3.7343 -2.4636  0.14
H: -6.2094 -2.8935 -3.3452  0.15
H: -4.3834 -0.4600 -5.1392  0.10
H: -5.3928 1.7044 -5.7691  0.11
H: -6.9759 2.8040 -4.2383  0.11
H: -7.4500 1.8140 -2.0377  0.11
H: -6.3409 -0.2822 -1.3703  0.11
H: -2.2560 -1.1998 -3.8704  0.12
H: -0.1062 -0.9302 -2.7535  0.12
H: 0.5603 0.7895 -2.0424  0.11
H: 2.6197 1.8876 -2.7556  0.13

***

Entry 3:
Formula: C4H5Cl3O
Source: the Open Molecules 2025 dataset
Level of theory: ωB97M-V with the def2-TZVPD basis set

For the total energy, the calculation gives -43839.073 eV. The spin multiplicity is 3. The HOMO-LUMO gap (spin up / spin down) is 6.68 / 8.88 eV. The calculation puts the relative energy (zero: lowest compared OMol25 entry of this formula, charge and spin) at 0.900 eV. The calculation puts the HOMO energy (spin up / spin down) at -5.97 / -10.95 eV.

Each line ends with the Löwdin charge.
CARTESIAN COORDINATES (ANGSTROEM)
C: 1.0155 -0.3178 -0.6893  -0.22
C: 1.8964 1.8022 0.4283  -0.08
C: 1.4023 0.4113 0.3595  -0.12
C: -2.4589 -1.4181 -0.3693  -1.58
O: 0.5805 -1.0123 -1.5355  0.07
Cl: -3.1500 0.0980 0.1665  0.51
Cl: -3.7203 -2.3473 -1.0535  0.57
Cl: -1.6222 -2.2436 1.0172  0.48
H: -1.5886 -1.1924 -1.0766  0.02
H: 2.0576 2.2725 -0.4747  0.05
H: 2.8198 1.7273 0.8613  0.05
H: 1.1040 2.3307 1.0197  0.12
H: 1.6639 -0.1106 1.3463  0.12

***

Entry 4:
Formula: C35H100O15
Source: the Open Molecules 2025 dataset
Level of theory: ωB97M-V with the def2-TZVPD basis set

For the total energy, the calculation gives -68625.451 eV. The spin multiplicity is 1. The HOMO-LUMO gap is 10.12 eV. The calculation puts the relative energy (zero: lowest compared OMol25 entry of this formula, charge and spin) at 2.617 eV. The calculation puts the HOMO energy at -9.83 eV.

Each line ends with the Löwdin charge.
CARTESIAN COORDINATES (ANGSTROEM)
C: 3.5140 -3.7807 -1.7421  -0.12
O: 2.2637 -3.2089 -2.0708  -0.11
H: 3.5641 -4.0398 -0.6614  0.05
H: 3.6154 -4.6674 -2.3164  0.07
H: 4.3684 -3.1542 -1.9956  0.09
H: 2.3975 -2.3628 -2.4555  0.02
C: -5.2760 -3.6733 -1.5296  -0.15
O: -5.1229 -2.9658 -0.2875  -0.14
H: -4.7575 -3.1425 -2.3120  0.05
H: -5.0292 -4.7964 -1.5799  0.09
H: -6.4023 -3.6132 -1.6391  0.09
H: -4.2132 -3.0012 -0.0163  0.02
C: 6.1172 -1.8259 0.8395  -0.17
O: 4.7307 -1.6712 0.8545  -0.15
H: 6.3731 -2.8191 0.5188  0.07
H: 6.6053 -1.1897 0.1275  0.07
H: 6.6674 -1.7354 1.8330  0.10
H: 4.3358 -2.5601 1.0340  0.05
C: -1.4268 -3.6793 1.5935  -0.14
O: -2.1684 -3.4823 0.3848  -0.15
H: -1.8415 -3.0538 2.4276  0.08
H: -1.5128 -4.6676 1.9919  0.07
H: -0.3558 -3.5070 1.5441  0.05
H: -1.7374 -2.7108 -0.0851  0.08
C: 0.6744 -0.8723 -0.0140  -0.09
O: -0.0698 -1.8700 -0.7894  -0.16
H: 1.4367 -1.3694 0.6671  0.08
H: 1.2211 -0.1664 -0.6753  0.08
H: -0.1069 -0.4008 0.6130  0.07
H: 0.5261 -2.5531 -1.0837  0.02
C: -2.3110 -5.5307 -3.4281  -0.04
C: -1.0343 -4.7525 -3.1587  -0.51
C: -1.2172 -3.3267 -3.5970  -0.06
O: -0.5944 -4.8418 -1.8151  -0.05
H: -3.0673 -5.1870 -2.6317  0.08
H: -2.2037 -6.6009 -3.1864  0.08
H: -2.6090 -5.3570 -4.4834  0.09
H: -0.2133 -5.1474 -3.7496  0.13
H: -2.1630 -2.9201 -3.3153  0.06
H: -1.1523 -3.4582 -4.7075  0.10
H: -0.4849 -2.5641 -3.2669  0.06
H: -1.4332 -4.7828 -1.3283  0.07
C: 4.1224 1.9577 1.8365  -0.05
C: 2.9526 1.3004 2.5537  -0.48
C: 1.5673 1.8082 2.1238  -0.05
O: 3.0183 -0.0906 2.3969  -0.09
H: 5.0975 1.8126 2.3720  0.10
H: 3.8956 3.0125 1.6597  0.08
H: 4.3673 1.4451 0.9032  0.08
H: 3.1387 1.5706 3.5992  0.13
H: 1.4758 1.8131 1.0315  0.07
H: 1.3012 2.7706 2.5564  0.07
H: 0.7807 1.1371 2.5471  0.08
H: 3.7137 -0.3516 1.7478  0.07
C: -5.4574 0.1960 1.1759  -0.02
C: -4.3713 0.6736 2.2025  -0.47
C: -3.0025 0.4374 1.7136  -0.07
O: -4.5918 2.0793 2.4010  -0.08
H: -6.4799 0.4447 1.5807  0.10
H: -5.4418 -0.9126 1.0452  0.08
H: -5.3719 0.7275 0.3072  0.03
H: -4.5352 0.1513 3.1605  0.14
H: -2.2866 0.9321 2.4343  0.10
H: -2.8416 0.9378 0.7856  0.06
H: -2.6738 -0.6174 1.6472  0.08
H: -4.1958 2.3926 3.2417  0.09
C: 3.0981 -6.1914 2.6843  -0.05
C: 3.0908 -5.3907 1.3830  -0.44
C: 1.6679 -5.4133 0.8982  -0.05
O: 3.6001 -4.0562 1.6757  -0.09
H: 2.4123 -5.8338 3.4189  0.06
H: 4.0866 -6.1141 3.1348  0.08
H: 3.0613 -7.2713 2.4899  0.09
H: 3.7305 -5.7774 0.6076  0.13
H: 1.0170 -4.7723 1.4491  0.04
H: 1.2284 -6.3858 0.7517  0.09
H: 1.5649 -4.9921 -0.1615  0.09
H: 2.8681 -3.6876 2.2053  0.07
C: -1.6150 6.2015 4.0492  -0.04
C: -1.9482 4.7325 4.5449  -0.49
C: -2.0280 4.6084 5.9967  -0.08
O: -3.2576 4.3507 4.1251  -0.08
H: -1.5735 6.3813 3.0014  0.02
H: -0.5268 6.4487 4.4332  0.11
H: -2.2659 6.9686 4.4546  0.07
H: -1.2246 4.0504 4.0686  0.13
H: -2.8468 5.2220 6.3833  0.09
H: -1.1637 4.9791 6.5555  0.09
H: -2.2069 3.5946 6.2711  0.07
H: -3.3475 4.3971 3.1456  0.06
C: 3.1495 0.4989 -3.9376  -0.07
C: 1.7523 0.1409 -4.1149  -0.45
C: 1.1690 0.6424 -5.4855  -0.02
O: 1.7560 -1.3143 -4.0420  -0.08
H: 3.6590 0.6970 -4.9065  0.09
H: 3.6544 -0.3715 -3.5587  0.07
H: 3.4425 1.3344 -3.2215  0.11
H: 1.1725 0.4718 -3.2974  0.11
H: 1.8883 0.5232 -6.2533  0.06
H: 0.9126 1.7213 -5.3547  0.09
H: 0.2496 0.1422 -5.8097  0.07
H: 0.9610 -1.6401 -4.4922  0.08
C: -2.4988 5.7502 -0.2917  -0.04
C: -2.2389 4.3221 0.2442  -0.50
C: -0.7837 4.1436 0.6939  -0.04
O: -3.1172 4.1580 1.3064  -0.09
H: -2.2790 6.4694 0.5763  0.10
H: -3.5416 5.8230 -0.5487  0.07
H: -1.8289 5.9402 -1.1666  0.07
H: -2.4968 3.5537 -0.5171  0.13
H: -0.6098 3.0889 0.5979  0.05
H: -0.5522 4.5030 1.7265  0.08
H: -0.1538 4.6395 -0.0422  0.07
H: -3.7071 3.3508 1.1972  0.11
C: 3.0494 5.6943 -4.3002  -0.06
C: 1.6464 5.9166 -3.7543  -0.48
C: 1.5219 7.1886 -2.8702  -0.04
O: 0.7751 6.0174 -4.8952  -0.04
H: 3.1495 4.6603 -4.6361  0.07
H: 3.9102 5.9452 -3.6690  0.08
H: 3.0652 6.3100 -5.1924  0.08
H: 1.3851 5.0444 -3.1586  0.12
H: 1.7955 8.0628 -3.4207  0.07
H: 2.1814 6.9969 -2.0524  0.07
H: 0.4632 7.2978 -2.5929  0.07
H: 0.0049 6.4689 -4.6414  0.05
C: 0.3745 -3.1464 4.9684  -0.04
C: 1.3461 -2.0740 4.5797  -0.49
C: 2.6254 -2.1180 5.2859  -0.06
O: 1.6522 -2.2814 3.1539  -0.09
H: 0.0809 -3.0723 5.9966  0.07
H: 0.7993 -4.1453 4.7135  0.09
H: -0.5610 -3.0248 4.3976  0.07
H: 0.9251 -1.0755 4.7221  0.14
H: 3.0553 -3.1032 5.0887  0.09
H: 2.4804 -1.9905 6.3592  0.09
H: 3.3404 -1.4301 4.8501  0.08
H: 1.9729 -1.4016 2.9405  0.02
C: -2.0544 1.9264 -3.3714  -0.05
C: -2.4449 0.4312 -3.4351  -0.49
C: -3.7044 0.1632 -2.6547  -0.04
O: -2.7435 0.1570 -4.7991  -0.05
H: -1.2023 2.1574 -4.0078  0.06
H: -1.8051 2.1182 -2.3112  0.07
H: -2.8688 2.5205 -3.8090  0.10
H: -1.5825 -0.2105 -3.1525  0.13
H: -3.8336 0.9879 -1.9110  0.08
H: -3.6968 -0.8013 -2.1375  0.06
H: -4.5576 0.0972 -3.3845  0.11
H: -2.0146 0.4564 -5.2982  0.04

***

Which value of relative energy (zero: lowest compared OMol25 entry of this formula, charge and spin) does entry 3 give? 0.900 eV

***

Which value of spin multiplicity does entry 1 give? 1